{"formula": "C18H33ClN6", "method": "ωB97M-V/def2-TZVPD", "species": ["Cl", "N", "N", "N", "N", "N", "N", "C", "C", "C", "C", "C", "C", "C", "C", "C", "C", "C", "C", "C", "C", "C", "C", "C", "C", "H", "H", "H", "H", "H", "H", "H", "H", "H", "H", "H", "H", "H", "H", "H", "H", "H", "H", "H", "H", "H", "H", "H", "H", "H", "H", "H", "H", "H", "H", "H", "H", "H"], "xyz": [[-0.6742, 2.1424, -0.7008], [0.6268, 0.9291, 1.3179], [0.5744, -1.2333, 1.2412], [1.8711, 3.1398, -4.6205], [-2.3003, -1.2496, 2.8406], [1.3170, 1.6827, -2.9986], [-1.8660, -0.5366, 0.7712], [0.6419, 3.5658, -4.0864], [0.8894, -0.7393, -2.7736], [0.4295, -2.5939, 1.7026], [-2.2739, -1.9237, 0.6613], [1.3296, 0.5547, -2.0850], [-2.3250, -1.3075, 4.2669], [-1.6226, 0.3786, -0.3828], [0.6194, 2.3464, 1.7706], [-2.0052, -0.1216, 2.1094], [1.8556, -3.2999, 2.0023], [0.8444, 0.5243, 0.0011], [0.3250, 2.6663, -3.0935], [2.4887, 3.5391, -5.8201], [2.3115, 2.0295, -3.9312], [-3.0703, -2.5510, 4.8136], [0.8165, -0.8825, -0.0966], [0.5070, -0.1469, 2.1139], [-2.5159, -2.3266, 1.9812], [0.8427, 2.9825, 0.9141], [-0.7891, 0.0030, -0.9763], [-2.8982, -0.4608, 4.6445], [2.5903, -3.4467, 1.2106], [2.3775, -2.6816, 2.7326], [-2.4892, 0.4413, -1.0410], [0.8761, -1.5692, -0.9280], [0.3670, -0.1461, 3.1848], [0.6134, 0.8141, -1.3054], [-3.3296, -2.5183, 5.8718], [3.2942, 1.5825, -3.9640], [2.3648, 4.6076, -5.9966], [2.3057, 2.8527, -6.6468], [3.5550, 3.5142, -5.5951], [-2.6805, -3.3115, 2.3927], [-0.2408, -2.7569, 2.5465], [-1.4915, 1.3873, 0.0088], [-0.0959, -0.7190, -3.2394], [-1.7967, 0.8753, 2.4688], [-0.4691, 2.6309, -2.3623], [-2.3754, -3.3643, 4.6044], [1.3142, 2.4129, 2.6078], [-0.3843, 2.5599, 2.1380], [-0.1045, -3.0768, 0.8842], [1.7487, -4.3157, 2.3829], [0.9084, -1.5912, -2.0940], [1.5387, -1.0950, -3.5736], [-4.0186, -2.8758, 4.3855], [0.9656, 1.3159, -0.7236], [-1.3530, -1.1678, 4.7400], [0.1611, 4.4690, -4.4320], [2.2768, 0.4787, -1.5510], [-2.3782, -2.4172, -0.2937]], "mulliken_charge": [-0.6154, 0.2398, 0.6246, 0.1095, 0.3749, 0.3826, 0.4565, -0.7236, -1.1596, -0.5333, -0.7007, 0.6290, -0.1452, -0.4635, -0.6973, -0.4665, -1.2837, -3.3446, -0.0364, -0.8713, -0.2317, -1.4280, -0.1956, -0.7126, -0.4912, 0.3327, 0.1061, 0.4463, 0.3593, 0.3292, 0.7152, 0.2316, 0.3924, -2.0203, 0.3800, 0.4400, 0.3486, 0.3284, 0.3599, 0.5015, 0.2458, 0.1218, 0.4186, 0.5088, 0.5566, 0.3731, 0.3922, 0.2974, 0.4164, 0.4057, 0.5942, 0.4490, 0.3696, 3.1128, 0.2466, 0.4631, 0.5465, 0.5142], "total_charge": 2, "e_tot_ev": -40633.6470, "e_homo_ev": -12.245, "e_above_lowest_kj_mol": 1735.1, "spin_multiplicity": 1, "orbital_gap_ev": 6.43}